Entry from the OMol25 dataset: a 2-piece molecular cluster, C2H4N2 overall (ωB97M-V/def2-TZVPD).

## Properties
Highest occupied orbital energy (alpha / beta) = -8.9 / -9.3 eV
Largest force on an atom = 4.70 eV/A
Molecular weight = 56.068 g mol⁻¹

Cartesian coordinates (Å):
C -1.118111 -1.008982 -0.567632
C 1.066245 0.505096 0.746605
N -1.456609 -2.118319 -0.729560
N -0.908777 0.225492 -0.473821
H 1.547580 0.064246 -0.078466
H 0.833854 1.541485 0.731730
H 1.096727 -0.081316 1.573169
H -1.060910 0.872298 -1.202025

Atomic forces in eV per Å
-1.279 -2.949 -1.369
-2.198 0.943 -3.638
0.473 0.233 0.423
2.234 2.102 3.567
0.809 -0.004 -0.932
0.270 0.559 0.328
-0.612 -1.384 2.588
0.303 0.500 -0.966